Entry 1:
ORCA calculation (ωB97M-V/def2-TZVPD) on 13 unconnected molecules or ions with the total composition C44H96O22S4.

Last column: Löwdin charge in e.
CARTESIAN COORDINATES (ANGSTROEM)
H  0.506  -2.284  6.153  0.03
C  -2.994  3.468  -0.106  0.03
H  -2.806  0.157  -0.791  0.08
O  -5.253  3.501  -0.877  0.09
C  3.381  -1.975  -2.672  -0.17
H  -4.180  -5.506  3.483  0.04
O  -3.623  4.076  -2.302  -0.01
C  -3.684  0.212  -1.438  0.04
O  1.491  0.601  -5.335  -0.01
H  -7.067  -1.281  -0.520  0.11
O  -0.186  -2.317  3.656  -0.59
O  3.563  2.638  2.443  0.09
C  -4.136  -0.311  3.724  -0.18
C  0.298  0.445  -4.691  -0.54
O  2.835  7.420  -0.296  0.09
C  5.636  -2.183  2.767  -0.23
H  -5.673  4.357  -2.870  0.12
O  -5.067  -0.751  0.271  0.08
H  3.581  -1.216  -7.018  0.08
O  4.274  -0.061  -1.087  0.11
H  -2.001  -0.574  3.471  0.06
H  2.026  -1.318  -4.972  0.08
C  3.803  -1.683  4.249  -0.49
C  3.397  -0.342  -6.412  -0.04
H  5.110  -3.206  -3.286  0.06
H  3.980  4.868  3.707  0.12
H  1.576  -6.863  0.154  0.08
H  5.175  1.262  1.089  0.04
H  -7.752  1.659  -0.716  0.10
H  2.482  0.614  0.670  0.09
O  3.027  -0.560  -2.858  -0.03
C  -2.202  -3.726  1.083  -0.27
H  3.233  -2.295  -1.670  0.06
H  1.334  6.009  1.025  0.12
H  2.147  -6.038  1.771  0.05
H  -4.280  -1.355  3.878  0.10
H  4.403  6.993  1.612  0.04
H  -2.154  2.890  -0.470  0.06
C  2.066  -0.627  -5.779  -0.25
C  -4.669  4.399  -3.319  -0.17
H  -2.597  1.129  3.279  0.12
H  2.652  -0.047  3.713  0.04
O  0.298  1.851  -0.708  -0.57
C  1.530  -5.943  0.848  -0.21
H  1.384  -0.997  -6.552  0.13
H  1.875  -1.241  4.782  0.04
H  -3.226  -4.010  3.623  0.02
C  1.559  0.674  1.348  -0.26
O  -0.107  -0.670  -4.542  0.09
O  -5.973  0.117  -1.568  -0.01
H  7.039  -2.409  1.295  0.09
H  -1.500  -3.768  0.207  0.06
H  -0.131  -1.535  -0.052  0.04
H  4.710  -2.012  -4.309  0.06
O  -3.649  -3.786  -5.029  0.00
C  6.094  -1.832  1.397  -0.08
H  -1.301  -2.087  6.475  0.03
H  0.306  4.545  -1.477  0.09
C  -4.090  3.680  -1.112  -0.58
S  2.129  -4.288  0.069  0.80
C  4.517  6.623  2.630  -0.06
H  -1.717  -3.257  1.961  0.02
H  -3.554  2.908  0.641  0.09
O  -3.328  -2.623  -3.149  0.07
H  -4.399  1.003  7.493  0.09
H  5.482  6.681  -0.532  0.09
H  6.316  -0.763  1.151  0.08
C  -0.463  -2.751  6.237  -0.18
C  -3.853  -4.628  2.950  -0.26
H  -2.657  4.408  0.321  0.09
H  -2.980  -3.050  0.718  0.05
H  3.085  -0.025  5.339  0.11
H  -2.787  0.314  7.926  0.09
H  1.396  -0.907  -0.667  0.05
H  -5.194  -3.078  -6.184  0.13
C  3.939  5.232  2.688  -0.19
H  2.641  -2.565  -3.204  0.12
H  5.360  -2.212  0.692  0.06
C  -3.686  -0.577  6.076  -0.53
H  -3.429  -0.415  -2.316  0.09
H  1.525  1.417  2.134  0.04
S  0.098  0.803  0.357  0.82
C  4.791  -2.199  -3.246  -0.03
H  -4.882  -2.170  -4.668  0.11
H  -2.647  -5.784  -3.977  0.10
H  -6.878  0.895  0.652  0.06
C  5.515  2.290  1.040  0.03
H  3.343  0.583  -6.942  0.08
H  2.099  1.623  -1.917  0.08
C  -4.541  3.408  -4.458  -0.07
C  0.304  -0.687  -0.596  -0.23
H  -8.583  0.457  0.474  0.09
O  -4.012  0.248  5.088  -0.01
H  5.611  6.681  2.811  0.09
H  0.796  -5.126  3.820  0.03
S  -2.852  -5.309  1.622  0.82
H  -5.174  3.803  -5.266  0.08
H  -4.828  2.415  -4.175  0.07
O  -3.433  -1.754  5.950  0.05
H  4.018  7.347  3.306  0.09
C  -3.163  -3.638  -3.807  -0.54
H  -3.747  1.209  -1.819  0.06
H  5.565  -1.625  -2.739  0.08
H  -7.877  -0.467  -1.923  0.13
H  -0.072  2.623  -4.573  0.09
H  -2.949  -2.372  -6.829  0.08
H  -4.014  -0.895  -6.661  0.08
C  -7.658  0.729  -0.081  -0.07
H  4.982  5.388  -1.765  0.10
C  4.721  6.295  -1.196  0.03
C  -7.205  -0.344  -1.043  -0.24
H  -4.723  -4.107  2.581  0.05
H  0.353  -5.179  5.568  0.07
O  4.741  4.425  1.767  -0.04
O  4.155  -2.671  4.893  0.06
H  1.105  6.146  -1.646  0.06
H  -4.985  0.191  3.312  0.12
H  -1.373  -4.676  -3.651  0.09
C  3.140  1.605  -2.275  0.04
S  -0.723  -3.450  4.510  0.86
O  4.493  -1.328  3.114  -0.05
H  0.502  -5.825  1.200  0.00
C  4.419  3.105  1.755  -0.51
H  2.606  -2.243  1.475  0.05
H  6.446  -2.040  3.573  0.15
H  1.497  -0.309  1.871  0.05
H  1.210  -3.259  2.052  0.02
H  5.380  -3.240  2.709  0.11
C  3.361  6.370  -0.565  -0.57
H  -0.235  -0.644  -1.567  0.07
C  1.453  5.281  0.227  -0.20
H  6.487  2.326  1.592  0.10
C  0.665  -4.541  4.721  -0.25
C  -3.790  0.059  7.487  0.01
H  3.168  1.855  -3.333  0.10
H  1.526  -3.973  5.031  0.05
C  2.728  -0.682  4.543  0.05
H  2.970  5.220  2.155  0.10
C  -2.409  -4.859  -3.417  0.02
H  -0.609  1.577  -3.191  0.08
C  -3.494  -1.712  -6.191  -0.06
H  -2.492  -5.105  -2.322  0.10
H  5.660  2.580  -0.039  0.10
H  -0.360  -3.629  6.854  0.04
C  2.203  -3.266  1.607  -0.24
H  -1.447  1.441  -4.572  0.09
C  -0.417  1.662  -4.266  0.04
C  -4.414  -2.668  -5.515  -0.23
C  3.616  0.282  -2.008  -0.62
O  -1.773  -6.010  2.383  -0.57
H  -0.390  6.008  -0.707  0.09
H  -3.580  3.416  -4.989  0.08
H  4.087  -0.312  -5.553  0.07
H  -4.371  -0.518  8.221  0.08
C  0.566  5.521  -0.977  -0.05
H  -2.901  -1.227  -5.426  0.07
C  -2.852  0.005  3.091  -0.08
H  4.653  7.106  -1.898  0.08
H  -2.831  -0.015  1.964  0.07
C  -4.928  -0.194  -0.787  -0.54
H  3.002  -3.780  2.190  0.06
H  -4.440  5.377  -3.672  0.11
O  2.837  5.161  -0.258  -0.03
H  3.612  2.360  -1.670  0.08
O  3.565  -4.549  -0.317  -0.58
H  1.199  4.296  0.618  0.11

Summary:
F_max in eV/A: 3.89
LUMO in eV: 0.54
E in eV: -135568.4256


Entry 2:
ORCA calculation (ωB97M-V/def2-TZVPD) on 12 unconnected molecules or ions with the total composition C24H76N20O12.

Last column: Löwdin charge in e.
CARTESIAN COORDINATES (ANGSTROEM)
H  20.864  -2.693  9.701  0.06
H  21.212  -12.977  10.239  0.11
H  20.623  3.837  5.043  0.11
H  25.772  -10.207  17.827  0.07
N  23.448  -1.925  2.967  0.15
H  28.332  -5.761  4.996  0.12
N  21.005  -3.415  9.009  0.03
C  21.258  3.306  6.925  -0.87
N  19.262  -12.434  12.178  0.02
C  16.463  -0.532  19.803  -0.73
H  16.627  -4.149  4.503  0.12
N  19.720  3.627  12.605  0.14
H  14.680  -7.045  10.886  0.07
N  27.659  -6.514  5.001  0.17
N  17.896  2.915  11.635  0.14
C  13.570  -3.703  10.366  -0.17
H  22.299  4.797  6.035  0.12
H  20.331  3.853  13.377  0.12
N  17.025  -4.404  3.611  0.16
H  26.269  -2.029  15.609  0.10
O  21.523  -3.637  11.735  -0.19
H  19.158  -12.162  11.211  0.08
C  25.500  -8.143  18.505  -0.44
H  22.820  4.316  7.586  0.13
H  15.579  1.078  19.140  0.12
H  23.833  -9.225  19.183  0.12
H  19.485  -4.592  9.683  0.13
N  26.295  -6.976  18.927  0.04
H  24.230  -11.433  10.245  0.08
H  20.080  -3.708  13.218  0.09
H  24.917  -8.504  20.403  0.13
N  26.787  -1.173  9.551  0.15
H  28.889  -8.510  3.034  0.12
H  22.685  -11.506  9.610  0.08
H  27.312  -9.330  17.764  0.07
N  28.658  -7.594  3.393  0.18
H  26.819  -6.509  5.563  0.13
H  19.024  -13.416  12.173  0.08
H  25.343  -0.601  8.029  0.13
H  13.509  -5.624  8.175  0.08
C  12.710  -1.850  9.265  -0.13
H  21.922  -13.121  14.011  0.08
H  22.457  -0.022  2.324  0.10
H  16.668  -5.030  2.903  0.11
O  26.988  -8.492  4.583  0.00
N  23.268  -0.219  1.755  0.13
H  20.670  -2.053  12.599  0.10
H  22.067  -5.968  8.666  0.08
N  20.581  3.222  5.843  0.16
O  25.200  -1.366  1.612  0.04
C  20.411  -3.090  12.383  -0.11
H  21.129  -5.371  7.535  0.08
H  11.943  -1.552  8.549  0.09
H  22.572  -6.644  17.842  0.08
O  18.205  -2.495  3.934  -0.01
N  16.454  0.576  19.094  0.15
H  12.561  -5.590  10.105  0.13
N  17.601  -1.233  19.700  0.14
H  20.785  -11.266  12.215  0.13
H  27.405  -1.295  10.340  0.13
H  19.900  2.484  5.732  0.12
H  20.392  -12.250  14.421  0.08
H  12.795  -1.315  10.210  0.09
C  24.398  -8.335  19.460  -0.27
C  21.030  -5.641  8.586  -0.08
H  25.151  -7.877  17.507  0.13
H  25.843  -1.534  9.555  0.12
C  26.382  -9.450  18.319  -0.04
H  20.488  -5.372  11.545  0.12
C  23.195  -11.524  10.573  -0.15
H  27.015  -1.429  17.640  0.11
C  14.445  -6.005  11.116  -0.09
N  18.287  -3.586  1.944  0.14
O  15.567  -0.870  20.602  -0.01
H  24.024  -2.455  3.606  0.12
H  17.107  0.914  18.402  0.11
C  25.072  -1.242  17.076  -0.76
H  26.419  0.408  7.142  0.14
O  21.113  2.562  7.846  0.05
C  22.409  -7.271  18.718  -0.09
N  26.089  -1.112  17.888  0.16
H  20.372  -6.474  8.833  0.08
H  23.060  -10.634  11.188  0.08
O  12.620  -3.221  9.455  -0.21
H  22.092  -5.413  10.943  0.12
H  21.540  -14.161  11.480  0.12
H  20.377  -13.916  13.827  0.08
H  13.244  -3.448  11.374  0.12
C  17.845  -3.443  3.215  -0.73
O  17.869  3.424  13.868  0.03
C  21.537  -13.090  11.274  -0.15
C  27.788  -7.587  4.346  -0.83
C  13.613  -5.310  10.066  -0.43
N  26.259  -0.184  7.945  0.17
H  21.499  -6.855  19.151  0.08
H  26.541  -9.800  19.339  0.07
H  16.904  2.737  11.566  0.11
C  27.232  -0.394  8.662  -0.87
H  20.039  3.421  11.669  0.10
C  20.567  -4.644  9.567  -0.48
C  20.879  -12.952  13.744  -0.06
O  23.943  -0.824  17.326  0.00
C  24.061  -1.246  2.033  -0.76
H  25.876  -0.672  18.772  0.12
H  18.454  2.737  10.812  0.09
H  19.577  -3.013  11.686  0.08
O  22.936  -12.704  11.255  -0.19
C  21.209  -4.776  10.984  -0.20
H  13.595  -1.613  8.674  0.08
H  29.252  -6.786  3.272  0.11
O  23.491  -7.297  19.665  -0.16
H  18.338  -0.920  19.084  0.10
N  22.130  4.230  6.854  0.17
H  14.546  -3.323  10.064  0.12
H  14.763  -6.495  9.060  0.06
N  14.254  -5.647  8.856  0.04
H  15.422  -5.602  11.379  0.08
H  18.953  -2.870  1.692  0.11
H  13.998  -6.091  12.107  0.08
H  17.945  -4.302  1.319  0.10
H  22.713  -1.430  3.451  0.10
H  25.728  -6.156  18.766  0.06
H  24.519  -1.795  15.264  0.11
H  23.662  0.492  1.157  0.11
N  25.333  -1.744  15.860  0.15
O  28.366  0.064  8.608  0.04
H  20.169  -3.221  8.477  0.08
H  26.353  -6.992  19.935  0.06
C  18.459  3.242  12.827  -0.73
H  17.781  -2.065  20.243  0.11
H  22.080  -8.262  18.405  0.08
C  20.625  -12.333  12.368  -0.47

Summary:
F_max in eV/A: 12.03
LUMO in eV: -0.28
E in eV: -80490.6595
Energy above the lowest of the compared OMol25 structures with the same formula, charge and spin in kJ/mol: 958.9
SMILES: COC[C@H](C)N.COC[C@H](C)N.COC[C@H](C)N.COC[C@H](C)N.NC(N)=O.NC(N)=O.NC(N)=O.NC(N)=O.NC(N)=O.NC(N)=O.NC(N)=O.NC(N)=O


- The lowest LUMO belongs to which entry?
  C24H76N20O12


- What is the formula in the first record?
  C44H96O22S4